Entry from the OMol25 dataset: C26H23BeIN4O4S as an isolated structure (ωB97M-V/def2-TZVPD).

## Properties
Spin multiplicity   1
Largest force on an atom   0.207 eV/Å
HOMO energy   -8.5 eV
HOMO-LUMO gap   8.1 eV

Each line ends with the Löwdin charge.
Atoms and positions in Å:
1 Be -0.477412 -0.112478 0.135940  0.09
2 C 1.358583 3.526465 1.483751  -0.02
3 C 0.030927 3.140444 2.056974  -0.25
4 N -0.525123 3.902943 2.963372  0.12
5 C -1.730801 3.561095 3.466224  -0.10
6 C -2.425319 2.446081 3.083114  -0.16
7 C -3.773141 2.156685 3.686837  -0.21
8 O -4.820416 2.111663 2.722515  -0.06
9 C -1.843737 1.600946 2.104651  -0.06
10 C -2.547267 0.438233 1.618396  0.01
11 N -2.061103 -0.336023 0.709918  0.04
12 C -2.849341 -1.435762 0.243543  -0.32
13 C -2.801174 -2.648128 0.919384  -0.02
14 C -3.510486 -3.736709 0.440989  -0.07
15 C -4.262584 -3.614876 -0.718294  -0.08
16 C -4.315340 -2.405621 -1.392764  -0.14
17 C -3.606839 -1.310501 -0.912836  -0.65
18 I -3.713632 0.498886 -1.916898  1.03
19 C -0.590210 1.939948 1.580159  -0.22
20 O 0.045919 1.237465 0.686254  -0.03
21 H 1.705283 4.439625 1.960647  0.08
22 H 1.282385 3.680682 0.405654  0.08
23 H 2.088614 2.729558 1.638359  0.08
24 H -2.141169 4.233806 4.210938  0.11
25 H -3.984588 2.902024 4.458800  0.12
26 H -3.785503 1.178944 4.172450  0.13
27 H -4.804621 2.933949 2.220806  0.10
28 H -3.543683 0.233157 2.002881  0.14
29 H -2.193773 -2.725987 1.812571  0.12
30 H -3.469850 -4.678496 0.971537  0.11
31 H -4.813469 -4.462505 -1.103423  0.11
32 H -4.906423 -2.310597 -2.292793  0.09
33 C 6.127274 1.420709 -2.052384  -0.05
34 C 4.689992 1.029821 -2.260162  -0.27
35 C 4.329321 0.126550 -3.251936  -0.03
36 C 3.002834 -0.242768 -3.437905  -0.05
37 C 2.027171 0.305862 -2.624387  -0.27
38 C 2.363662 1.213937 -1.625890  -0.04
39 C 3.688451 1.566260 -1.450077  -0.03
40 S 0.325617 -0.146095 -2.840522  0.60
41 O 0.295328 -1.178166 -3.843973  -0.30
42 O -0.444933 1.048248 -3.022113  -0.33
43 N -0.094562 -0.750463 -1.398523  -0.09
44 C 0.590648 -1.807296 -0.838989  -0.33
45 C 1.258896 -2.883666 -1.426525  0.02
46 C 1.839174 -3.799070 -0.573637  -0.05
47 C 1.744158 -3.652046 0.809846  -0.07
48 C 1.060831 -2.561955 1.304121  -0.10
49 N 0.513482 -1.657447 0.493712  0.12
50 H 6.765886 1.003318 -2.829510  0.07
51 H 6.492694 1.062964 -1.087977  0.08
52 H 6.242802 2.505340 -2.062462  0.08
53 H 5.095464 -0.294210 -3.892165  0.11
54 H 2.717520 -0.943073 -4.210803  0.11
55 H 1.592672 1.630622 -0.988917  0.09
56 H 3.952181 2.273932 -0.672216  0.11
57 H 1.290159 -2.982756 -2.500894  0.11
58 H 2.368582 -4.648808 -0.986111  0.11
59 H 2.194544 -4.366623 1.482788  0.10
60 H 0.955446 -2.388037 2.367954  0.12

Forces on atoms 1 to 3 (eV/Å):
Be 0.0660 -0.0056 0.0455
C 0.0258 0.0054 0.0466
C -0.0140 -0.0443 -0.0558

---

Entry from the OMol25 dataset: C26H23Cl2F6N4O13P2S2Ti as an isolated structure (ωB97M-V/def2-TZVPD).

## Properties
Net charge   +1
Spin multiplicity   1
Largest force on an atom   1.131 eV/Å
HOMO energy   -11.8 eV
HOMO-LUMO gap   6.8 eV

Each line ends with the Löwdin charge.
Atoms and positions in Å:
1 Ti -0.471300 -0.367831 -0.582857  1.17
2 C -2.265924 3.918754 -0.491570  -0.01
3 O -3.067186 2.979829 0.292584  0.08
4 C -2.333789 1.896006 0.385068  -0.33
5 N -1.119927 1.879135 -0.020988  0.16
6 C -0.856468 3.289779 -0.488462  -0.21
7 C 0.082333 4.056208 0.402217  -0.20
8 C -0.186081 4.186030 1.759751  -0.03
9 C 0.591196 5.013092 2.553961  -0.07
10 C 1.650663 5.717038 1.997020  -0.07
11 C 1.919182 5.597794 0.642391  -0.06
12 C 1.134124 4.773243 -0.149857  -0.05
13 C -2.987216 0.694068 0.928850  -0.13
14 C -4.140742 0.658414 1.699383  0.08
15 C -4.594137 -0.576485 2.134078  0.03
16 C -3.910981 -1.736769 1.772185  0.07
17 C -2.787454 -1.588717 0.991391  -0.15
18 N -2.336509 -0.402203 0.592639  0.08
19 C -1.939120 -2.653495 0.448171  -0.31
20 N -0.953676 -2.366502 -0.347220  0.09
21 C -0.488608 -3.676171 -0.908701  -0.23
22 C -1.068255 -4.658986 0.113603  0.00
23 O -2.169359 -3.899113 0.728985  0.10
24 C 0.985607 -3.851427 -1.148687  -0.23
25 C 1.944352 -2.961427 -0.700073  -0.05
26 C 3.290889 -3.189652 -0.954984  -0.04
27 C 3.680887 -4.318015 -1.654354  -0.06
28 C 2.722813 -5.217373 -2.106912  -0.06
29 C 1.381956 -4.981829 -1.863447  -0.05
30 H -2.305113 4.881282 0.009570  0.14
31 H -2.701023 3.962087 -1.486220  0.12
32 H -0.471765 3.264594 -1.501804  0.11
33 H -1.014895 3.648933 2.208501  0.12
34 H 0.371854 5.106972 3.608385  0.11
35 H 2.259943 6.361451 2.616508  0.11
36 H 2.732419 6.156857 0.199494  0.11
37 H 1.316932 4.718524 -1.216981  0.12
38 H -4.653638 1.577108 1.944376  0.14
39 H -5.481640 -0.642055 2.747796  0.13
40 H -4.238593 -2.717879 2.084157  0.14
41 H -1.014570 -3.781536 -1.859413  0.08
42 H -0.368110 -4.905424 0.909954  0.14
43 H -1.491622 -5.556657 -0.323947  0.15
44 H 1.668791 -2.083276 -0.142978  0.07
45 H 4.027606 -2.480642 -0.601763  0.12
46 H 4.728420 -4.497172 -1.854177  0.11
47 H 3.022265 -6.096199 -2.661798  0.11
48 H 0.636967 -5.669921 -2.247277  0.12
49 O 1.845562 2.109319 -1.153873  -0.08
50 P 1.630369 1.108340 -2.345736  0.32
51 O 2.743555 0.886062 -3.242729  -0.18
52 O 1.028796 -0.143407 -1.562987  -0.33
53 O 0.290003 1.670691 -3.059894  -0.22
54 P -1.250348 1.200330 -3.210133  0.30
55 O -1.267670 0.329448 -4.523231  -0.10
56 O -2.153807 2.343140 -3.192517  -0.20
57 O -1.454170 0.137509 -2.066208  -0.36
58 H 2.622414 2.679161 -1.215081  0.12
59 H -1.526995 0.850011 -5.296643  0.12
60 Cl 0.019328 -2.655131 -4.085322  0.65
61 C -1.614257 -2.735799 -4.741954  -0.95
62 Cl -2.872911 -2.690479 -3.486769  0.56
63 H -1.721375 -3.670974 -5.278117  0.03
64 H -1.765759 -1.878581 -5.382280  0.01
65 F 1.854571 -2.545314 2.423959  0.17
66 C 0.770604 -2.132714 3.045055  -0.66
67 F 0.932291 -2.242346 4.347450  0.19
68 F -0.263329 -2.912744 2.672993  0.13
69 S 0.321040 -0.363089 2.672639  0.67
70 O 0.462577 -0.249912 1.161073  -0.40
71 O -1.046357 -0.268580 3.083020  -0.24
72 N 1.250491 0.539458 3.431398  -0.26
73 S 2.870288 0.542095 3.464787  0.63
74 O 3.331171 0.343794 4.792583  -0.22
75 O 3.410850 -0.206100 2.370302  -0.26
76 C 3.149993 2.305846 3.060267  -0.69
77 F 2.660597 2.559983 1.844764  0.14
78 F 2.557766 3.083763 3.953634  0.16
79 F 4.453204 2.545788 3.063011  0.17

Forces on atoms 1 to 3 (eV/Å):
Ti 0.0026 1.1305 -0.0165
C 0.0329 0.0363 -0.0270
O 0.1059 0.0550 0.0222

---

Entry from the OMol25 dataset: C26H23ClF5N5O5RuSTe as an isolated structure (ωB97M-V/def2-TZVPD).

## Properties
Net charge   -1
Expectation value of S²   0.804
Spin multiplicity   2
Largest force on an atom   0.810 eV/Å
HOMO energy (spin up / spin down)   -5.1 / -5.1 eV
HOMO-LUMO gap (spin up / spin down)   6.6 / 6.0 eV

Each line ends with the Löwdin spin population.
Atoms and positions in Å:
1 Ru 0.655087 -0.730176 2.028500  0.26
2 O -2.096267 -5.840721 1.885618  0.00
3 C -3.114769 -4.996188 1.754305  0.00
4 O -4.251168 -5.347870 1.950750  0.00
5 C -2.771239 -3.602485 1.361172  0.00
6 C -3.675535 -2.606820 1.047822  0.00
7 Cl -5.369569 -2.612119 1.126216  0.00
8 N -2.979363 -1.497710 0.691305  0.00
9 N -1.661509 -1.715941 0.779654  0.00
10 C -1.518863 -2.966501 1.173540  0.00
11 C -0.128495 -3.493801 1.247235  0.00
12 O 0.092404 -4.698329 1.215615  0.00
13 O 0.823045 -2.610808 1.238645  0.00
14 C -3.410861 -0.317577 0.007280  0.00
15 C -4.275840 -0.420526 -1.072581  0.00
16 C -4.607865 0.722620 -1.783182  0.00
17 C -4.061510 1.948907 -1.430242  0.00
18 C -3.189557 2.032936 -0.353742  0.00
19 C -2.863851 0.901255 0.377733  0.00
20 H -1.220989 -5.414036 1.683648  0.00
21 H -4.670803 -1.382911 -1.363759  0.00
22 H -5.284543 0.648601 -2.624603  0.00
23 H -4.316313 2.836984 -1.994414  0.00
24 H -2.759008 2.985127 -0.072187  0.00
25 H -2.217638 0.946220 1.244745  0.00
26 N 2.956328 -1.799604 -0.154335  0.00
27 C 3.300995 -0.734929 0.542936  0.00
28 S 2.984003 -0.655639 2.255528  0.00
29 N 3.876516 0.328582 -0.034529  0.00
30 C 4.006554 0.549517 -1.434508  0.00
31 C 4.649831 -0.374824 -2.248539  0.00
32 C 4.733051 -0.139965 -3.613403  0.00
33 C 4.197108 1.017628 -4.158301  0.00
34 C 3.577973 1.946398 -3.333174  0.00
35 C 3.476980 1.715987 -1.971687  0.00
36 H 2.310349 -2.435651 0.324845  0.00
37 H 2.929355 -1.756614 -1.161895  0.00
38 H 3.903132 1.138145 0.568483  0.00
39 H 5.099639 -1.258444 -1.814633  0.00
40 H 5.229217 -0.861680 -4.248421  0.00
41 H 4.265263 1.196724 -5.222967  0.00
42 H 3.151241 2.848967 -3.749346  0.00
43 H 2.961736 2.420392 -1.329993  0.00
44 C 1.052959 2.876072 1.877979  0.01
45 C 0.719578 2.721936 0.425740  0.10
46 C 0.588167 3.807686 -0.422639  -0.01
47 C 0.226002 3.650583 -1.757944  0.13
48 C -0.022617 2.377642 -2.267555  -0.01
49 C 0.108600 1.256756 -1.474421  0.10
50 C -0.143996 -0.125522 -1.995746  0.01
51 C 0.498885 1.419643 -0.112883  0.02
52 N 0.654569 0.334078 0.640130  0.40
53 H 1.327599 3.906535 2.103540  0.00
54 H 1.861729 2.210672 2.182763  0.00
55 H 0.205397 2.596563 2.508377  0.01
56 H 0.755545 4.801793 -0.024380  0.00
57 H 0.116520 4.520104 -2.393482  0.01
58 H -0.328723 2.259137 -3.300748  0.00
59 H -0.668368 -0.089934 -2.950313  0.00
60 H -0.728809 -0.707764 -1.281555  0.00
61 H 0.801079 -0.657654 -2.148191  0.01
62 F -2.464667 -1.372555 4.975377  0.00
63 Te -0.874393 -0.267949 4.806363  0.00
64 F -1.654891 -0.028831 2.944869  0.00
65 F 0.182150 -1.371719 6.195767  0.00
66 F -1.551888 1.698570 5.027247  0.00
67 F -0.178036 -1.990241 3.573817  0.01
68 O 0.783358 0.261278 3.532752  -0.05

Forces on atoms 1 to 3 (eV/Å):
Ru -0.2462 0.5003 0.5869
O -0.4321 0.0133 0.0737
C 0.2168 -0.1705 0.3197

---

| no. | energy (eV) |
| --- | --- |
| 1 | -60827.460 |
| 2 | -164631.235 |
| 3 | -91847.512 |